(1)
C18H48BrF6N4O10S2 | ωB97M-V/def2-TZVPD

Results
- ΔE to the lowest compared entry with this formula, charge and spin (kcal/mol) = 0.0
- total charge = +1
- 2S+1 = 1
- electronic energy (eV) = -153887.54639
- Kohn-Sham gap (eV) = 5.66

XYZ file:
```
89
Properties=species:S:1:pos:R:3:forces:R:3:mulliken_charge:R:1
H 2.12213 -0.74887 -2.43875 -0.3 -0.4 0.9 0.278
H 9.60808 -0.49391 -1.30118 0.0 -0.1 0.1 0.267
H 4.48830 -0.55918 1.37217 0.1 0.1 0.5 0.480
C -3.74615 -2.65481 3.66540 1.0 0.7 -0.5 -1.315
N -3.18764 -4.30871 1.91905 -0.7 0.4 -0.1 -0.185
C -1.97639 -1.10394 4.02871 0.1 -0.9 0.4 -1.372
H 8.39219 -1.78216 -0.95458 0.2 0.1 0.5 0.321
H -5.10309 0.55156 -1.26437 -0.1 0.2 0.4 0.358
O 4.76470 4.65925 -2.21887 -0.5 -1.9 0.0 -0.646
F -2.97713 1.85245 -5.40067 0.2 -0.5 0.2 -0.245
H 6.73244 -1.17325 0.49875 -0.1 -0.3 -0.3 0.452
F 5.56359 2.05215 -3.41988 0.0 -0.4 0.2 -0.265
C 1.07677 -0.60426 -2.72856 0.7 0.6 -1.3 -1.693
H -2.80424 3.15878 0.80693 0.6 0.8 -1.2 -0.082
H -3.19836 -4.25275 0.89933 0.3 0.1 0.0 0.380
C 0.16951 0.14319 -1.80369 -0.8 0.5 0.6 0.529
H -0.61468 -1.32590 1.96512 0.2 0.7 -0.7 0.286
H -3.51845 0.44395 -1.89368 0.2 -0.3 0.7 0.413
H -3.14181 1.99808 4.42536 0.1 0.7 -0.3 0.415
C -3.88645 1.77086 3.65913 0.2 -0.5 0.6 -1.546
C 4.39085 2.55535 -3.87140 0.1 1.1 1.3 0.636
F -3.50816 0.62265 -3.70110 -0.3 0.0 -0.7 -0.362
C -4.09000 0.23034 -0.99082 -0.8 0.1 -1.0 -0.829
H 0.61217 -1.51678 -3.09365 0.0 0.0 0.1 0.444
H -2.30233 1.45126 2.19467 -0.2 -0.7 -0.2 0.212
H 4.02882 0.49086 0.16336 0.1 0.7 -0.1 0.241
F 4.67708 3.19250 -4.99132 -0.5 -0.2 -0.1 -0.207
H -6.32855 -3.69720 3.10055 -0.1 -0.2 0.1 0.418
N -3.22318 3.21133 1.74985 -0.3 -1.5 0.8 0.069
H -4.12254 3.68722 1.71381 0.0 0.1 -0.1 0.362
H -2.30171 -3.95486 2.28025 0.2 -0.1 -0.3 0.243
H -4.18366 0.78430 4.02168 -0.4 -0.1 -0.6 0.187
H 5.33969 2.44734 -0.24602 -0.6 0.1 -0.1 0.020
C 4.57985 0.49961 1.10713 -0.2 -1.5 -0.3 -1.399
S -1.67885 -0.58260 -5.26170 -0.4 -0.8 -1.7 1.166
C 0.02640 -1.86405 1.24999 -1.0 -1.1 0.6 -0.889
O -2.91730 -1.64235 3.11836 -0.3 0.2 -0.7 0.378
H -2.47951 -0.82393 4.95788 0.2 0.3 0.0 0.394
H 6.16104 2.83204 1.17564 -0.2 0.3 -0.2 0.403
H -0.62048 0.69473 -2.31712 0.2 0.0 -0.4 0.249
H 6.96279 2.36274 -0.19034 0.2 -0.1 0.1 0.422
O 3.27322 2.85033 -1.42679 0.8 -1.2 0.4 -0.804
H -4.55087 -2.22956 4.26975 0.0 -0.1 0.1 0.461
H -3.30859 -5.29663 2.14552 0.1 0.0 0.3 0.381
H -4.60737 -2.75361 1.70716 -0.2 -0.1 0.0 0.030
N 6.12018 2.20751 0.37365 1.3 -0.6 0.0 0.004
H -1.23788 -1.88564 4.25415 0.0 0.1 0.2 0.440
O 0.47280 -1.22827 0.10980 0.5 0.4 0.0 -0.291
C -3.34737 1.74795 2.23820 -0.5 1.7 0.7 0.294
Br -1.56146 3.95339 -1.14047 -0.1 -0.7 1.0 -0.760
H -5.27253 -4.78129 4.01085 0.3 -0.1 -0.1 0.357
C -0.54030 -0.68177 -0.76234 -0.1 -0.1 1.3 -0.384
H -1.17481 -0.04231 -0.13675 -0.1 0.2 -0.1 -0.212
C -3.16466 0.58011 -5.01518 0.6 0.1 -0.7 0.567
H 5.96308 -0.33979 -0.96270 -0.4 -0.5 0.2 0.334
O -1.92516 -1.09737 -6.59737 -0.1 0.3 0.8 -0.666
F -4.19113 0.10180 -5.73877 0.1 0.2 0.8 -0.230
H 1.67811 1.59150 -1.62602 0.1 0.7 0.2 0.037
H -0.59672 -2.72859 0.96416 0.0 -0.2 -0.1 0.194
C -4.25384 1.02194 1.28369 0.9 -1.1 -1.2 -0.232
H 6.55936 0.65748 1.85715 0.5 0.7 -0.1 0.240
H -3.07813 -3.27404 4.27844 -0.5 -0.4 0.3 0.523
F 3.54229 1.55362 -4.06440 0.0 -0.2 -0.4 -0.178
S 3.67428 3.72047 -2.54351 -0.2 3.3 -0.9 1.025
H -4.16630 -0.85098 -0.81912 0.3 -0.1 0.3 0.230
H -4.41922 -0.00015 1.64109 0.0 0.0 0.3 -0.290
C -4.32889 -3.43682 2.50521 0.4 -0.7 1.4 0.678
C 8.55668 -0.76645 -1.32336 0.2 -0.2 -0.6 -0.750
H -4.73639 2.44708 3.74007 0.0 0.0 0.2 0.455
H 1.22884 0.02623 -3.60856 -0.4 -0.1 -0.2 0.448
H -2.59887 3.71313 2.37708 0.1 0.3 -0.3 0.371
C 6.61753 -0.26182 -0.09043 0.5 1.7 -0.3 -0.696
O -1.90352 -1.56256 -4.19729 0.3 0.5 0.3 -0.688
H 1.45917 0.54991 -0.36055 0.2 0.5 0.4 0.263
H -1.42810 -0.29156 3.55890 -0.4 0.2 0.1 0.333
O 7.85565 0.22052 -0.57918 -0.1 -0.4 0.6 -0.357
O -0.46542 0.20153 -5.17941 -0.4 0.3 0.8 -0.622
C -5.44884 -4.33759 3.03462 -0.2 0.7 -1.4 -1.495
H 0.41163 1.87592 -0.53647 -0.2 0.4 -0.3 0.187
H -5.24166 1.47496 1.15652 0.0 0.3 0.1 0.482
N 0.97437 1.16778 -1.01179 0.1 -1.3 -0.8 0.368
O 2.53713 4.37417 -3.16335 0.8 -1.1 0.1 -0.602
H -1.18723 -1.46276 -1.16637 0.3 -0.1 -0.4 0.638
H 8.24455 -0.82717 -2.37087 -0.2 0.4 0.0 0.290
C 6.06900 0.77521 0.89391 -1.9 -0.2 -0.4 0.274
O -3.53082 0.95480 0.06745 0.0 0.4 0.8 0.119
H -5.64742 -5.06359 2.24453 -0.3 -0.3 0.4 0.477
H 4.05974 1.09424 1.85384 0.2 0.2 0.0 0.416
H 0.83013 -2.26430 1.86986 0.4 0.2 -0.5 0.350
```
Forces are in eV/Å.

***

(2)
C18H48BrO20S6V | ωB97M-V/def2-TZVPD

Results
- ΔE to the lowest compared entry with this formula, charge and spin (kcal/mol) = 124.8
- 2S+1 = 1
- electronic energy (eV) = -221129.60976
- Kohn-Sham gap (eV) = 8.03

XYZ file:
```
94
Properties=species:S:1:pos:R:3:forces:R:3:mulliken_charge:R:1
H -2.07294 -3.45670 2.91112 0.2 0.3 -0.4 0.420
V 0.89105 0.06323 0.36437 -0.7 2.9 -0.1 0.948
H -1.81392 1.00875 5.68566 0.1 -0.4 0.2 0.372
H -3.47408 -0.65687 4.13491 -0.4 0.1 -0.5 0.147
H 3.40572 -2.18027 5.52990 -0.2 0.6 -0.5 0.388
O -2.55137 5.99977 0.15052 2.9 -1.9 -0.4 -0.205
H -2.58723 7.95332 -1.72117 -0.1 -0.1 -0.1 0.284
H -0.89491 -3.92605 4.09830 0.2 0.0 0.0 0.444
H 0.88662 -4.52432 -1.90040 0.5 0.7 -0.4 0.215
O -2.52058 1.66908 -5.24193 2.4 0.8 0.7 -0.387
H -4.75566 -0.78146 -4.41214 0.5 -0.2 -0.7 0.318
C -1.55240 1.97814 5.26140 -1.2 -0.9 2.5 -1.619
C -1.19909 -3.09956 3.45604 0.5 -0.6 0.0 -1.117
O -0.05761 -1.59888 1.59129 1.1 -2.6 1.0 0.007
C 5.41966 -1.42261 -0.22301 -2.1 -0.2 -0.1 -1.080
H -0.65879 0.95539 -2.69299 0.1 0.0 -0.4 -0.128
H 2.40751 -4.40805 3.58654 0.0 0.5 -0.9 0.168
H -0.72020 -4.43527 -2.56893 -0.1 0.4 0.0 0.463
C 2.17844 -3.51922 4.17442 2.3 -0.1 1.2 -0.270
H 6.13508 -2.20237 -0.48427 -0.2 0.2 0.0 0.369
C 2.12476 -1.28883 -4.08788 0.7 1.0 -1.5 0.051
O -0.68051 3.39237 -5.42479 -0.6 -4.2 1.1 -0.641
H -4.83926 0.78615 -5.32642 -1.1 -0.3 0.3 0.344
H -2.17570 -0.42878 -4.98210 0.3 0.4 0.2 -0.109
H -5.06293 0.29205 3.72400 0.2 -0.7 -0.3 0.416
O 3.60947 -3.11058 -1.35242 0.1 1.0 0.8 -0.642
C -4.02041 0.28174 4.04205 0.3 1.8 -1.1 -0.859
H 4.77251 -5.12109 1.91235 -0.3 0.8 0.4 0.390
H -2.46858 2.55002 5.40860 0.2 0.4 -0.7 0.363
H -1.46501 -2.26302 4.10226 0.4 0.3 -0.5 0.199
H 5.61387 -0.95600 0.74273 -0.2 -0.2 -0.1 0.329
H 1.54154 -3.94118 4.95185 0.4 0.2 0.8 0.441
H -0.33471 -3.83351 -0.91389 -0.3 0.4 -0.2 0.184
S 0.19865 -2.17882 -2.59410 0.5 1.2 -0.6 0.622
H -3.95449 7.12374 0.88142 -0.2 0.1 0.0 0.257
C 3.18557 -5.46329 0.46529 0.3 -0.4 1.1 -0.764
H -3.88442 8.78949 -0.82179 -0.1 0.4 -0.6 0.371
O -0.75795 -1.82964 -3.66782 2.0 -1.1 2.4 -0.566
C -4.28185 0.17946 -4.61275 0.2 1.2 -1.0 -1.161
H 2.35915 -1.13684 -6.14786 0.4 -0.6 -0.5 0.412
O -0.75665 5.50086 -1.73400 -0.8 0.3 2.9 -0.542
H 0.26579 3.65454 0.42467 0.0 0.3 -0.2 0.342
H -2.98173 0.18532 -6.42325 -0.4 -0.7 0.1 0.332
H -2.45193 7.96295 0.91679 0.5 0.0 -0.4 0.352
S 3.74244 -2.26716 -0.18632 3.2 -2.9 0.5 0.965
O 1.73253 -2.25293 -3.17565 -3.4 -1.8 2.8 -0.026
H -0.81905 2.36995 5.96623 0.1 0.2 -0.1 0.420
O -3.43904 1.03371 1.35110 0.0 -0.8 1.0 -0.530
C -3.05641 7.30613 0.29126 -0.8 -0.3 -0.2 -0.452
O -0.47294 0.87417 0.05278 2.1 -1.2 0.8 0.021
O -0.08679 6.68101 0.40624 -1.4 -1.1 -1.0 -0.666
C -0.00279 -3.89617 -1.95023 -0.1 0.1 -0.1 -0.940
H 3.36875 -6.53347 0.56152 0.5 -0.2 -0.9 0.454
O 4.04947 -3.27402 1.11954 -0.6 1.2 -0.1 -0.196
H 5.24855 -4.72324 0.29473 -0.1 -0.2 -0.2 0.357
H 4.20302 -3.59256 5.10295 0.2 -0.3 -0.4 0.412
C -0.90262 1.78535 3.94684 0.9 3.3 2.4 0.260
S -3.18351 1.43827 2.69795 0.9 2.6 1.5 1.133
H -1.92946 2.16538 -2.85662 0.3 0.5 0.3 0.395
S 0.24448 -2.83175 2.36276 0.8 -0.7 1.4 0.678
H 2.66685 -2.81299 -5.34537 0.2 0.1 -0.9 0.397
H 2.87739 -5.10125 -0.51555 0.1 -0.5 0.1 0.187
C -0.88192 1.95327 -3.07053 -0.3 -0.4 -1.6 -0.510
S -0.92894 5.69264 -0.27900 0.4 -0.3 0.6 1.089
C 2.04249 -1.92801 -5.46824 -0.2 0.9 0.8 -1.279
O -3.42403 2.86918 3.00951 0.2 -3.1 -0.1 -0.590
O 2.68647 -1.40878 0.21240 -0.5 0.3 0.4 0.257
H -0.81293 4.18497 1.73669 -0.3 0.3 -0.3 0.264
O 0.62270 -4.14115 1.77557 -1.1 3.2 0.7 -0.582
H -4.23815 7.22143 -1.52224 0.3 -0.2 0.0 0.241
O -0.09923 0.83966 -5.49439 -1.5 2.3 0.7 -0.533
C 3.59176 -2.80740 4.65800 -2.2 -1.8 0.4 -1.149
H -0.78988 2.81787 3.61626 1.4 0.0 -0.2 -0.027
H 1.59688 -0.34277 -3.96775 -0.1 0.0 -0.1 0.082
H 4.10160 -2.33329 3.81932 -0.3 0.0 0.2 0.203
C -3.44938 7.82075 -1.06754 -0.1 1.1 0.7 -0.897
H 1.02332 -2.21803 -5.72373 0.0 0.1 0.1 0.224
C 4.40498 -4.68406 0.98389 -0.9 0.0 -1.6 -0.459
O 1.43197 -2.49861 3.58131 -2.6 1.1 -3.4 -0.252
H 2.35622 -5.43507 1.17203 0.0 0.9 -0.1 0.060
C -0.73060 4.02786 0.66122 -0.2 1.2 -1.2 -0.816
H -4.37240 0.71215 -3.66610 0.7 0.1 0.0 0.301
O 1.44862 0.58863 1.76429 -0.6 -0.3 -1.4 -0.578
H 5.26387 -0.66594 -0.99196 0.4 0.0 -0.1 0.437
H -0.02303 1.22070 4.25600 0.5 0.2 -1.2 0.319
O 0.22092 -1.27272 -1.41820 0.0 -1.5 -1.6 -0.416
H -0.13185 2.65976 -2.71505 -0.3 0.1 -0.1 0.399
O -1.57129 1.16643 2.97568 -3.6 -3.0 -3.0 -0.111
Br 2.53720 1.78461 -1.28392 -0.9 -1.3 0.8 -0.676
H 3.17069 -1.13776 -3.82086 0.1 0.4 -0.1 0.266
H -4.04603 0.78427 5.00895 0.5 0.3 -0.2 0.356
H -1.46082 3.32393 0.26201 -0.1 0.2 0.1 0.212
S -0.89496 1.97725 -4.96835 0.5 1.4 0.0 1.117
C -2.90552 0.29662 -5.34163 -0.6 -0.9 0.5 0.319
```
Forces are in eV/Å.